C8H16AgCl8O4PSn as an isolated structure, computed with ωB97M-V/def2-TZVPD.

CARTESIAN COORDINATES (ANGSTROEM)
Ag: 7.8548 -13.0433 -4.3400
Sn: 6.3936 -17.3911 -2.6465
P: 8.7340 -15.2510 -3.7743
O: 7.1975 -15.0215 -3.6165
O: 9.0412 -14.0717 -2.8215
O: 9.0018 -14.7245 -5.1770
O: 9.0344 -16.6508 -3.2385
Cl: 7.8659 -9.3891 0.6725
C: 7.9481 -10.6665 -0.5415
C: 7.9439 -12.0660 -0.0313
Cl: 9.4125 -12.5858 0.9001
H: 8.8154 -10.6031 -1.2015
H: 7.0827 -10.4805 -1.1786
H: 7.7890 -12.7308 -0.8837
H: 7.0338 -12.2706 0.5346
Cl: 11.6341 -12.2460 -1.4840
C: 11.4526 -12.3977 -3.2652
C: 12.5587 -11.5576 -3.8492
Cl: 12.7915 -11.6984 -5.6242
H: 10.5222 -11.9619 -3.6311
H: 11.5116 -13.4471 -3.5454
H: 13.5159 -11.8700 -3.4368
H: 12.3838 -10.5018 -3.6551
Cl: 12.6108 -16.3664 -3.5825
C: 12.3166 -16.3573 -5.3073
C: 11.3027 -17.4665 -5.5351
Cl: 11.1079 -17.7413 -7.3226
H: 13.1817 -16.3308 -5.9690
H: 11.9077 -15.3739 -5.5503
H: 10.3280 -17.2510 -5.1075
H: 11.6355 -18.4061 -5.0980
Cl: 5.9516 -18.3132 -5.7996
C: 7.5383 -17.8621 -6.4225
C: 7.5614 -16.4410 -7.0115
Cl: 6.4010 -16.2903 -8.3488
H: 7.8084 -18.5925 -7.1815
H: 8.2702 -17.8333 -5.6154
H: 8.5093 -16.1156 -7.4344
H: 7.2246 -15.6186 -6.3849

Results
<S²> ... 0.7590
Gap between HOMO and LUMO (spin up / spin down) ... 0.2076 / 0.1980 Eh
E ... -4999.221830 Eh
Charge ... +1
2S+1 ... 2
Strongest force on any atom ... 4.58 eV/Å

These are the Mulliken partial charges, in e, on atoms 1 to 2: number 1, Ag, carries 0.32; number 2, Sn, carries 1.36

C8H16AsF6KO4S2 as an isolated structure, computed with ωB97M-V/def2-TZVPD.

CARTESIAN COORDINATES (ANGSTROEM)
K: -13.4548 -23.4413 -2.8011
As: -13.5283 -19.3250 -3.6058
F: -11.9881 -19.8728 -3.0230
F: -13.0939 -19.8725 -5.1901
F: -15.0916 -18.8825 -4.1474
F: -13.9257 -18.8556 -1.9944
F: -12.9067 -17.7713 -3.9327
F: -14.1607 -20.9469 -3.2657
C: -15.1114 -28.8560 -5.9584
C: -15.9097 -29.1624 -4.6715
C: -15.2098 -28.4454 -3.5269
S: -15.0054 -26.8216 -4.2609
O: -13.9435 -26.0508 -3.6472
O: -16.3115 -26.2488 -4.3682
C: -14.5151 -27.4416 -5.8964
H: -15.7033 -29.0199 -6.8544
H: -14.2541 -29.5289 -6.0241
H: -15.9119 -30.2412 -4.5055
H: -16.9494 -28.8576 -4.7590
H: -14.2348 -28.8521 -3.2661
H: -15.8332 -28.2985 -2.6471
H: -13.4303 -27.3979 -5.8594
H: -14.9472 -26.6968 -6.5609
C: -10.4762 -20.8046 2.1651
C: -10.6694 -19.4993 1.3496
C: -11.2390 -19.8072 -0.0369
S: -10.8719 -21.5214 -0.2953
O: -9.4881 -21.6847 -0.6543
O: -11.8722 -22.1468 -1.1233
C: -11.0950 -21.9693 1.4199
H: -10.8955 -20.6950 3.1636
H: -9.4075 -20.9743 2.2925
H: -9.7207 -18.9744 1.2497
H: -11.3352 -18.8152 1.8727
H: -10.8299 -19.2524 -0.8736
H: -12.3265 -19.7378 -0.0251
H: -10.6219 -22.9372 1.5662
H: -12.1786 -22.0449 1.5230

Results
ΔE to the lowest compared entry with this formula, charge and spin ... 0.00 kcal per mole
Gap between HOMO and LUMO ... 0.3744 Eh
E ... -4846.844248 Eh
Strongest force on any atom ... 1.34 eV/Å

These are the Mulliken partial charges, in e, on atoms 1 to 2: number 1, K, carries 1.07; number 2, As, carries 2.01

C8H16B2BaF8O6 as an isolated structure, computed with ωB97M-V/def2-TZVPD.

CARTESIAN COORDINATES (ANGSTROEM)
Ba: -0.6052 -0.7916 0.0748
B: 0.9871 1.7382 0.9674
F: 1.4740 2.7322 0.3151
F: 1.9616 0.7049 0.9450
F: 0.8211 2.1093 2.2712
F: -0.1523 1.2838 0.3223
B: -0.3049 -2.4189 -1.7323
F: 0.4993 -1.8162 -2.6529
F: 0.3755 -2.2521 -0.4646
F: -1.4185 -1.7129 -1.5478
F: -0.5596 -3.7929 -1.8329
C: -1.6443 1.6331 2.9286
C: -1.0831 0.2854 2.7824
O: -0.3438 -0.1140 3.6808
O: -1.2767 -0.3464 1.7644
H: -1.8442 1.6464 4.0000
H: -2.6193 1.7281 2.4507
H: -0.9639 2.4526 2.6974
C: 2.1875 -2.5888 0.6109
C: 1.7949 -1.6072 1.6644
O: 0.7215 -0.9982 1.7169
O: 2.7189 -1.0493 2.3670
H: 3.1952 -2.9557 0.8061
H: 1.9132 -2.2064 -0.3722
H: 1.5612 -3.4747 0.5057
C: -3.2013 0.9191 -0.9045
O: -1.7993 0.7276 -0.9474
C: -1.1471 1.0542 -2.1914
C: 0.3122 1.1719 -1.8595
O: 0.7341 -0.0419 -1.3568
C: 2.1630 -0.0640 -1.1471
H: -3.5841 -0.0201 -1.3036
H: -3.4008 1.7777 -1.5457
H: -3.5357 1.0850 0.1196
H: -1.5363 2.0041 -2.5579
H: -1.3060 0.3089 -2.9708
H: 0.4170 2.0469 -1.2181
H: 0.9024 1.3815 -2.7516
H: 2.4261 -0.8445 -0.4332
H: 2.8133 0.8076 -1.0724
H: 2.3473 -0.5026 -2.1278

Results
Gap between HOMO and LUMO ... 0.1415 Eh
E ... -1639.753338 Eh
Charge ... -2
Strongest force on any atom ... 16.22 eV/Å

These are the Mulliken partial charges, in e, on atoms 1 to 2: number 1, Ba, carries 2.34; number 2, B, carries -0.16

C8H16Br2IrN4O2 as an isolated structure, computed with ωB97M-V/def2-TZVPD.

CARTESIAN COORDINATES (ANGSTROEM)
Ir: -1.0790 1.0989 0.8845
Br: -0.2310 3.8245 0.5375
C: -1.9885 4.6762 0.5195
Br: -3.1112 4.0194 1.9287
H: -2.4443 4.4452 -0.4372
H: -1.8309 5.7378 0.6659
O: -1.8735 -0.4811 3.7045
C: -1.5829 0.7344 3.8795
O: -1.1753 1.5290 3.0064
H: -1.7051 1.1314 4.9007
C: 1.9335 -0.4894 -3.2573
C: 2.0058 -1.1158 -1.8564
C: 3.4659 -1.1355 -1.3737
C: 1.4381 -2.5470 -1.8601
C: 1.2037 -0.3455 -0.9261
N: 0.5715 0.2305 -0.1608
H: 2.5210 -1.1083 -3.9330
H: 2.3596 0.5125 -3.2562
H: 0.9126 -0.4428 -3.6323
H: 4.0380 -1.7679 -2.0503
H: 3.5458 -1.5493 -0.3698
H: 3.9005 -0.1380 -1.3916
H: 2.0189 -3.1480 -2.5571
H: 0.3969 -2.5532 -2.1787
H: 1.5078 -3.0017 -0.8723
N: -0.9783 -2.2805 1.6777
N: -1.7214 -1.1658 1.7561
H: -1.4393 -3.1590 1.9046
H: -0.0643 -2.1727 2.1035
H: -1.7911 -0.7313 2.8474
H: -2.6730 -1.3693 1.4478
N: -3.4799 1.4699 -1.2185
C: -2.6508 1.2924 -0.4328

Results
<S²> ... 6.0139
ΔE to the lowest compared entry with this formula, charge and spin ... 34.43 kcal per mole
Gap between HOMO and LUMO (spin up / spin down) ... 0.3256 / 0.2740 Eh
E ... -5935.849203 Eh
Charge ... +1
2S+1 ... 5
Strongest force on any atom ... 11.03 eV/Å

These are the Mulliken partial charges, in e, on atoms 1 to 2: number 1, Ir, carries 1.16; number 2, Br, carries -0.05

Which of these has the highest E?
C8H16B2BaF8O6

The lowest E belongs to which entry?
C8H16Br2IrN4O2

Look up the E of the third one.
-1639.753338 Eh

Which of these has the highest strongest force on any atom?
C8H16B2BaF8O6